No. 1
This record from the OMol25 dataset describes one molecule with the formula C5H5NS in a non-equilibrium geometry. The level of theory is ωB97M-V/def2-TZVPD.

Its HOMO energy is -9.355 eV. The multiplicity is 1. Its SMILES is C=C[C@@H](C#N)C=S. The relative energy (zero: lowest compared OMol25 entry of this formula, charge and spin) comes out at 276.7 kJ/mol. The total energy comes out at -646.34741 hartree. The HOMO-LUMO gap comes out at 8.428 eV.

XYZ file:
```
12
C5H5NS, DFT ωB97M-V/def2-TZVPD
C -2.04 -0.31 -0.34
C -0.77 0.23 -0.46
C 0.48 -0.29 0.41
C 1.45 -0.96 -0.63
N 2.19 -1.41 -1.49
C 1.29 0.87 0.93
S 0.70 2.35 1.07
H -2.54 -0.98 0.34
H -2.66 0.27 -1.18
H -0.42 0.84 -1.23
H 0.12 -1.10 1.13
H 2.20 0.48 1.45
```

Atom charges from the Löwdin analysis, given in e for atoms 1 to 5: C 0.027; C -0.195; C -0.354; C -0.162; N 0.123

No. 2
This record from the OMol25 dataset describes one molecule with the formula C18H21N5O2S in a non-equilibrium geometry. The level of theory is ωB97M-V/def2-TZVPD.

Its HOMO energy is -7.785 eV. The multiplicity is 1. Its SMILES is O=C(NCCN1CCC(n2c(=O)[nH]c3ccccc32)CC1)c1cscn1. The relative energy (zero: lowest compared OMol25 entry of this formula, charge and spin) comes out at 400.8 kJ/mol. The total energy comes out at -1520.88963 hartree. The HOMO-LUMO gap comes out at 8.236 eV.

XYZ file:
```
47
C18H21N5O2S, DFT ωB97M-V/def2-TZVPD
O 0.66 -0.90 -5.65
C 0.36 -1.21 -4.53
N 1.13 -0.65 -3.47
C 2.13 0.42 -3.62
C 2.92 0.67 -2.36
N 2.31 0.49 -1.01
C 2.20 1.63 -0.02
C 1.49 1.32 1.29
C 0.17 0.54 1.12
N -0.48 0.16 2.40
C 0.04 -0.68 3.42
O 1.09 -1.34 3.44
N -0.63 -0.39 4.60
C -1.57 0.52 4.32
C -2.61 0.91 5.08
C -3.57 1.76 4.61
C -3.49 2.30 3.29
C -2.46 1.85 2.44
C -1.54 0.90 2.95
C 0.41 -0.66 0.14
C 1.90 -0.83 -0.35
C -0.74 -2.13 -4.13
C -1.68 -2.48 -5.11
S -2.81 -3.65 -4.30
C -1.96 -3.43 -2.81
N -0.90 -2.68 -2.87
H 0.83 -0.92 -2.54
H 2.80 0.09 -4.51
H 1.71 1.41 -3.86
H 3.39 1.69 -2.55
H 3.87 0.03 -2.44
H 1.79 2.60 -0.27
H 3.27 1.69 0.30
H 1.50 2.17 1.83
H 2.22 0.73 1.94
H -0.44 1.28 0.64
H -0.17 -0.47 5.44
H -2.68 0.57 6.13
H -4.36 2.19 5.25
H -4.29 3.04 3.01
H -2.37 2.24 1.39
H -0.36 -0.80 -0.62
H 0.42 -1.58 0.72
H 2.04 -1.55 -1.15
H 2.46 -0.99 0.45
H -1.64 -1.96 -6.09
H -2.35 -3.90 -1.92
```

Atom charges from the Löwdin analysis, given in e for atoms 1 to 5: O 0.077; C -0.437; N 0.066; C -0.192; C -0.194